1.
Molecular formula: C26H73N5O11
Method: DFT, ωB97M-V/def2-TZVPD

Each line ends with the Mulliken charge.
Element x y z (Å)
C: 33.612 26.345 17.221  -0.622
O: 33.601 27.009 15.979  -0.330
C: 32.478 27.906 15.907  -0.637
C: 32.299 28.612 14.518  0.398
C: 33.521 29.354 14.049  -1.401
N: 31.119 29.552 14.508  -0.647
H: 33.934 27.017 18.017  0.267
H: 34.244 25.462 17.127  0.236
H: 32.568 26.091 17.406  0.268
H: 31.588 27.296 16.064  0.358
H: 32.381 28.613 16.730  0.346
H: 31.883 28.001 13.717  0.207
H: 33.409 29.755 13.042  0.393
H: 34.415 28.736 14.130  0.329
H: 33.863 30.200 14.646  0.343
H: 31.379 30.257 15.183  0.254
H: 31.028 29.968 13.592  0.245
C: 16.736 26.653 2.528  -0.716
O: 17.436 26.284 3.799  -0.320
C: 16.674 25.485 4.692  -0.871
C: 17.539 24.702 5.723  0.604
C: 18.876 25.202 6.229  -1.458
N: 17.737 23.484 5.104  -0.735
H: 17.486 27.311 2.088  0.226
H: 15.875 27.216 2.888  0.318
H: 16.466 25.833 1.863  0.285
H: 16.079 26.252 5.187  0.389
H: 15.956 24.873 4.147  0.438
H: 16.947 24.528 6.621  0.255
H: 18.851 26.084 6.868  0.321
H: 19.624 25.353 5.451  0.362
H: 19.471 24.397 6.661  0.402
H: 18.314 23.641 4.290  0.255
H: 18.373 22.956 5.685  0.244
C: 27.258 23.812 17.818  -0.793
O: 26.674 25.072 18.201  -0.317
C: 26.560 25.969 17.054  -0.653
C: 26.378 27.396 17.673  0.489
C: 25.043 27.466 18.390  -1.436
N: 26.525 28.423 16.663  -0.689
H: 26.477 23.146 17.449  0.282
H: 27.554 23.181 18.656  0.291
H: 28.222 23.873 17.314  0.309
H: 27.346 25.941 16.299  0.418
H: 25.736 25.608 16.438  0.328
H: 27.182 27.603 18.379  0.275
H: 24.270 26.976 17.798  0.317
H: 24.742 28.478 18.662  0.359
H: 24.943 26.799 19.247  0.346
H: 25.994 28.208 15.831  0.225
H: 27.492 28.494 16.380  0.241
C: 22.717 29.868 8.707  -0.753
O: 23.875 30.456 9.269  -0.322
C: 25.088 29.722 8.889  -0.657
C: 25.765 28.950 10.002  0.433
C: 25.280 27.608 10.311  -1.454
N: 25.687 29.627 11.301  -0.683
H: 22.130 30.678 8.275  0.238
H: 22.162 29.408 9.525  0.280
H: 22.807 29.057 7.984  0.326
H: 25.077 28.917 8.154  0.311
H: 25.736 30.459 8.414  0.434
H: 26.808 29.132 9.741  0.387
H: 25.418 26.814 9.577  0.360
H: 24.232 27.718 10.588  0.265
H: 25.736 27.284 11.247  0.366
H: 26.341 30.395 11.353  0.246
H: 24.786 30.046 11.480  0.223
C: 24.061 32.844 1.812  -0.698
O: 22.831 33.542 1.760  -0.328
C: 21.782 32.678 2.323  -0.874
C: 20.398 32.995 1.640  0.474
C: 19.291 32.282 2.542  -1.418
N: 20.187 32.330 0.343  -0.721
H: 24.338 32.833 2.866  0.282
H: 24.892 33.409 1.391  0.268
H: 23.920 31.803 1.519  0.307
H: 21.941 31.601 2.376  0.409
H: 21.749 32.967 3.373  0.341
H: 20.294 34.072 1.513  0.304
H: 19.262 31.201 2.402  0.441
H: 18.296 32.463 2.138  0.385
H: 19.165 32.755 3.515  0.372
H: 19.289 32.713 0.084  0.238
H: 20.865 32.552 -0.372  0.220
O: 23.899 20.883 11.218  -0.540
C: 24.060 22.224 11.603  -0.208
C: 23.541 22.401 13.019  -0.468
O: 24.102 21.453 13.936  -0.562
H: 24.433 20.330 11.793  0.307
H: 25.097 22.514 11.435  0.267
H: 23.422 22.851 10.981  0.269
H: 22.503 22.071 13.071  0.261
H: 23.437 23.454 13.280  0.361
H: 23.605 20.639 13.827  0.309
O: 20.588 36.226 7.307  -0.525
C: 21.435 36.042 8.390  -0.227
C: 22.932 36.152 8.024  -0.353
O: 23.840 36.013 9.143  -0.510
H: 19.711 36.524 7.558  0.316
H: 21.152 36.840 9.077  0.259
H: 21.183 35.093 8.863  0.214
H: 23.079 37.101 7.509  0.265
H: 23.197 35.322 7.369  0.246
H: 24.106 35.093 9.078  0.314
O: 30.387 32.880 9.773  -0.491
C: 30.130 34.266 9.487  -0.395
C: 29.045 34.314 8.457  -0.293
O: 29.510 33.940 7.175  -0.533
H: 30.899 32.532 9.039  0.289
H: 29.842 34.749 10.420  0.315
H: 30.920 34.849 9.013  0.290
H: 28.708 35.349 8.390  0.296
H: 28.215 33.676 8.762  0.210
H: 30.118 34.584 6.805  0.310

The value obtained for the total energy is -58109.071 eV. Its SMILES is COC[C@H](C)N.COC[C@H](C)N.COC[C@H](C)N.COC[C@H](C)N.COC[C@H](C)N.OCCO.OCCO.OCCO. Its molar mass is 631.9 g mol⁻¹. The calculation puts the orbital gap at 0.340 Eh. The HOMO energy is -8.981 eV. As for the energy above the lowest of the compared OMol25 structures with the same formula, charge and spin: 6.068 eV.

***

2.
Molecular formula: C26H74N4O14
Method: DFT, ωB97M-V/def2-TZVPD

Each line ends with the Mulliken charge.
Element x y z (Å)
C: -1.456 3.192 -2.192  -0.028
O: -2.807 3.269 -2.579  -0.352
C: -2.991 2.637 -3.851  -0.138
C: -4.510 2.726 -4.017  0.439
C: -5.326 1.796 -3.131  -1.514
N: -4.684 2.451 -5.435  -0.782
H: -1.298 2.741 -1.225  -0.237
H: -0.976 4.239 -2.028  0.126
H: -0.874 2.662 -2.924  0.238
H: -2.440 3.188 -4.687  0.248
H: -2.616 1.575 -3.896  0.047
H: -4.808 3.734 -3.838  0.374
H: -6.359 1.839 -3.284  0.481
H: -5.162 2.102 -2.108  0.234
H: -5.025 0.842 -3.169  0.446
H: -5.650 2.573 -5.699  0.254
H: -4.367 3.130 -6.048  0.225
C: 1.210 4.087 4.978  -0.510
O: 1.686 2.791 4.607  -0.418
C: 0.639 1.873 4.331  -0.002
C: 1.154 0.428 4.051  0.004
C: 2.541 0.227 3.452  -1.128
N: 0.124 -0.229 3.240  -0.866
H: 0.883 4.681 4.136  0.135
H: 2.094 4.696 5.343  0.255
H: 0.436 4.068 5.816  0.274
H: -0.053 1.782 5.131  0.605
H: 0.013 2.240 3.490  -0.126
H: 1.156 -0.002 5.030  0.571
H: 3.390 0.420 4.146  0.546
H: 2.732 0.839 2.563  0.138
H: 2.690 -0.834 3.072  0.179
H: -0.705 -0.373 3.982  0.420
H: 0.363 -1.172 3.012  -0.279
C: 3.283 -1.736 -1.098  -0.985
O: 2.249 -0.759 -1.156  -0.002
C: 1.722 -0.436 0.086  -1.073
C: 0.955 0.821 -0.160  0.829
C: 1.982 1.932 -0.021  -2.210
N: -0.119 1.004 0.786  4.404
H: 4.062 -1.492 -0.431  0.527
H: 3.663 -2.022 -2.116  0.369
H: 3.102 -2.671 -0.520  0.011
H: 1.037 -1.251 0.412  -0.534
H: 2.392 -0.268 0.928  1.476
H: 0.562 0.770 -1.122  -0.220
H: 1.622 2.919 -0.290  0.389
H: 2.933 1.823 -0.502  0.487
H: 2.381 1.955 0.969  0.316
H: 0.237 0.790 1.757  -1.203
H: -0.656 0.153 0.498  -1.643
C: 0.508 -3.360 -3.094  -0.540
O: -0.711 -2.872 -2.780  -0.500
C: -0.695 -2.309 -1.494  0.231
C: -2.070 -1.711 -1.184  -0.029
C: -2.436 -0.486 -2.011  -1.444
N: -1.863 -1.208 0.138  -0.748
H: 0.717 -4.326 -2.547  0.198
H: 1.272 -2.681 -3.070  0.172
H: 0.291 -3.647 -4.117  0.322
H: -0.390 -3.141 -0.773  0.689
H: 0.005 -1.418 -1.425  -0.424
H: -2.846 -2.499 -1.088  0.805
H: -2.513 -0.686 -3.085  0.671
H: -1.884 0.480 -1.941  -0.356
H: -3.492 -0.247 -1.766  0.474
H: -1.529 -2.056 0.644  -0.097
H: -2.767 -1.197 0.531  0.445
O: -0.760 6.269 3.287  -0.541
C: -1.113 5.032 2.743  -1.026
C: -0.069 4.705 1.724  0.058
O: -0.624 4.037 0.791  -0.250
H: -1.289 6.864 2.801  0.381
H: -1.241 4.219 3.482  0.107
H: -1.961 5.142 2.126  0.739
H: 0.785 4.105 2.147  0.047
H: 0.529 5.481 1.353  0.470
H: -0.329 3.159 0.901  -0.466
O: 0.801 -5.569 0.904  -0.647
C: 1.452 -4.325 1.063  0.139
C: 0.848 -3.483 2.153  0.040
O: -0.337 -3.304 1.896  -0.555
H: 1.328 -6.294 1.308  0.335
H: 2.371 -4.402 1.420  0.614
H: 1.531 -3.879 0.082  -0.572
H: 1.529 -2.671 2.355  -0.336
H: 0.801 -4.153 2.973  0.412
H: -0.740 -4.141 1.737  0.405
O: 1.945 -1.236 -5.245  -0.528
C: 2.031 -0.045 -4.500  -0.538
C: 0.639 0.322 -3.881  -0.247
O: -0.116 0.769 -4.724  -0.498
H: 1.169 -1.179 -5.808  0.287
H: 2.793 -0.405 -3.716  -0.080
H: 2.371 0.670 -5.177  0.517
H: 0.835 1.102 -3.129  -0.114
H: 0.139 -0.586 -3.461  0.833
H: -0.420 -0.003 -5.263  0.580
O: -2.511 0.785 2.877  -0.642
C: -3.046 1.882 2.174  0.042
C: -3.297 1.531 0.769  0.574
O: -4.053 2.382 0.194  -0.612
H: -1.688 0.497 2.504  0.002
H: -3.902 2.333 2.637  0.559
H: -2.284 2.620 2.305  -0.463
H: -3.995 0.659 0.845  0.064
H: -2.480 1.394 0.065  -0.226
H: -3.537 3.066 -0.217  0.387
O: 5.505 -4.614 1.238  -0.496
C: 4.766 -5.640 0.802  -0.053
C: 4.365 -6.603 1.916  -0.779
O: 3.500 -7.373 1.442  -0.441
H: 5.608 -4.701 2.204  0.356
H: 3.848 -5.328 0.264  0.021
H: 5.312 -6.160 -0.013  0.305
H: 3.954 -5.953 2.591  0.316
H: 5.224 -7.067 2.333  0.510
H: 3.807 -8.296 1.500  0.350

The value obtained for the total energy is -62773.558 eV. Its SMILES is COC[C@H](C)N.COC[C@H](C)N.COC[C@H](C)N.COC[C@H](C)N.OCCO.OCCO.OCCO.OCCO.OCCO. Its molar mass is 666.9 g mol⁻¹. The calculation puts the orbital gap at 0.327 Eh. The HOMO energy is -8.758 eV. As for the energy above the lowest of the compared OMol25 structures with the same formula, charge and spin: 13.405 eV.

***

> Look up the orbital gap of the first one.

0.340 Eh

***

> The highest molar mass belongs to which entry?

C26H74N4O14